# 1
Below is a 6-piece molecular cluster, C13H40N5O7 overall at a distorted geometry, with properties calculated with wB97M-V/def2-TZVPD.

```
65
Properties=species:S:1:pos:R:3:forces:R:3
N 0.694794 -0.103847 2.261963 -0.205 0.078 -0.068
C 0.175314 0.124005 0.932411 0.531 0.385 -0.283
N 1.203907 0.846260 0.165922 -0.381 -0.314 0.423
N -0.024498 -1.149914 0.265328 -0.377 -0.137 0.043
C -1.147446 0.935136 0.918587 -0.011 -0.085 0.221
N -2.178535 0.392479 1.815773 -0.127 0.142 -0.463
C -2.944953 1.404776 2.543276 0.077 -0.079 0.285
C -4.444625 1.149095 2.595739 0.013 -0.109 0.184
N -5.007268 0.854094 1.230853 0.141 0.107 -0.090
C -4.171893 -0.123072 0.423473 0.324 -0.124 -0.291
C -2.985336 -0.662927 1.212942 0.199 -0.198 0.252
C -3.312465 -1.781113 2.231624 -0.509 0.250 -0.151
C -2.253910 -2.856320 2.175531 0.418 -0.293 0.909
O -1.609799 -3.215799 3.127125 -0.303 0.376 -0.751
O -2.116852 -3.358268 0.925601 0.125 0.333 -0.114
H 1.118277 0.745775 2.618563 0.125 -0.083 -0.001
H -0.057953 -0.357078 2.893514 0.015 -0.136 -0.021
H 0.858962 0.903391 -0.785650 0.279 0.452 -0.097
H 1.345377 1.781287 0.532495 0.097 0.115 -0.192
H -0.320866 -0.937306 -0.686778 -0.059 -0.081 0.058
H 0.893517 -1.575237 0.157392 -0.001 0.005 0.051
H -1.508576 1.032616 -0.118963 0.039 -0.038 -0.003
H -0.892187 1.944794 1.250512 -0.034 -0.095 0.051
H -2.625966 1.425962 3.592758 -0.012 0.166 -0.059
H -2.765129 2.410551 2.146744 -0.007 -0.079 -0.113
H -4.957858 2.033462 2.973452 -0.018 -0.112 0.027
H -4.688262 0.300677 3.234880 -0.027 0.056 -0.132
H -5.050076 1.731670 0.714293 -0.129 0.001 -0.016
H -5.961820 0.509957 1.311442 -0.050 0.060 0.065
H -4.803173 -0.927914 0.047208 -0.107 0.114 0.154
H -3.793775 0.423619 -0.442685 -0.080 0.056 0.112
H -2.362435 -1.135842 0.454359 -0.012 0.011 0.011
H -4.282312 -2.232962 1.991063 0.104 -0.108 -0.002
H -3.364264 -1.399566 3.251749 0.094 -0.105 -0.071
H -1.164825 -3.369951 0.730877 -0.039 -0.320 0.047
C 3.297953 -3.146886 -1.572166 0.050 0.069 -0.070
O 2.020118 -3.087141 -0.918766 0.032 0.009 0.180
H 3.136854 -2.863526 -2.608851 -0.020 0.003 -0.020
H 4.006991 -2.451398 -1.120222 -0.020 -0.018 -0.026
H 3.706069 -4.157740 -1.536666 -0.033 -0.015 -0.031
H 2.169186 -3.351750 -0.005157 -0.047 -0.120 0.015
C 4.888044 0.775782 0.331242 -0.177 -0.266 0.011
O 4.585111 -0.617529 0.402899 -0.014 0.036 -0.082
H 5.968516 0.880660 0.395917 0.014 -0.036 0.004
H 4.539675 1.194123 -0.616707 0.053 0.126 0.037
H 4.421597 1.313160 1.156923 0.064 0.136 -0.034
H 3.625748 -0.682831 0.352640 -0.091 0.058 0.075
C 5.498146 4.351277 0.276903 -0.095 -0.013 0.047
O 4.320290 3.937815 0.967104 0.000 0.031 -0.061
H 6.192491 3.515838 0.304614 0.013 -0.015 0.004
H 5.286650 4.597464 -0.766400 0.022 -0.008 -0.007
H 5.965679 5.210642 0.762241 0.024 -0.008 -0.006
H 3.701092 4.671401 0.956119 -0.006 0.051 0.027
C -0.015541 -2.310188 -4.035757 0.022 -0.014 -0.004
O 0.130525 -1.610724 -2.800239 -0.241 0.079 0.003
H -0.044195 -1.565383 -4.826792 0.003 0.009 -0.016
H 0.829517 -2.978312 -4.211492 -0.004 0.014 -0.005
H -0.941381 -2.888650 -4.061938 0.004 0.013 0.001
H 0.200651 -2.261046 -2.092762 0.387 -0.108 -0.039
C -0.665576 1.478722 -4.178664 0.128 0.000 0.220
O -0.012521 1.377726 -2.915586 -0.109 -0.116 0.104
H -0.928913 2.523921 -4.318959 -0.015 0.012 -0.036
H -0.005212 1.171493 -4.991502 0.000 0.016 -0.049
H -1.576432 0.874803 -4.209844 -0.024 -0.007 -0.021
H 0.224065 0.448802 -2.787543 -0.010 -0.131 -0.193
```
Forces are in eV/Å.

## Properties
Total charge   +1
Molar mass   378.49 u
LUMO   -3.369 eV
Frontier orbital gap   8.2034 eV

These are the Mulliken partial charges, in e, on atoms 1 to 5: N -0.5385; C 0.1045; N -0.2440; N 0.1541; C -1.3325

# 2
Below is a 6-piece molecular cluster, C13H41N5O6 overall at a distorted geometry, with properties calculated with wB97M-V/def2-TZVPD.

```
65
Properties=species:S:1:pos:R:3:forces:R:3
C 2.001311 3.721448 1.489796 -1.844 -1.558 -0.467
O 0.787221 3.592348 1.357306 -1.077 1.179 -0.158
N 2.707961 2.647198 1.610116 2.252 -3.221 0.665
N 2.691711 4.797118 1.435966 1.599 5.489 -0.058
H 3.708561 2.707988 1.733436 -0.320 -0.598 -0.002
H 2.170781 1.792908 1.651646 0.859 -0.262 0.160
H 3.695631 4.882318 1.506456 -0.277 -0.548 0.035
H 2.239241 5.700068 1.429466 -0.225 -0.300 -0.133
C -1.421439 -1.429222 2.869096 1.107 1.235 0.112
C -0.975509 -2.882202 3.185736 -2.777 0.833 0.739
C 0.402511 -3.326282 2.540556 1.842 0.140 0.437
O 0.861321 -4.576902 2.915536 -1.364 -0.170 0.449
C 0.016661 -5.678152 2.458266 0.787 -0.115 -0.100
N -0.861199 -2.841132 4.632946 1.470 -1.921 -2.103
H -1.326659 -1.004432 1.869766 0.115 -0.822 -0.217
H -0.784069 -0.801602 3.491956 0.340 0.322 -0.135
H -2.397129 -1.124332 3.247466 -0.263 -0.929 -0.089
H -1.737609 -3.581742 2.842296 -0.009 -0.182 0.408
H 1.087351 -2.558882 2.901356 0.485 -0.248 0.105
H 0.430091 -3.218222 1.456276 -1.055 0.089 -0.324
H -0.947719 -5.764432 2.958886 -0.356 0.913 -0.143
H 0.431001 -6.639712 2.761316 0.838 0.348 -0.222
H -0.024439 -5.593372 1.372356 -0.470 -0.274 0.033
H -0.930589 -3.726572 5.113856 -0.761 -0.343 0.348
H 0.052391 -2.485802 4.876236 0.026 1.163 0.565
C -1.578019 3.177458 -1.511194 -0.485 0.833 0.393
C -3.010889 3.737078 -1.255734 -0.804 0.440 -0.005
C -3.041569 5.307748 -1.347784 1.241 -0.974 -0.144
O -2.508249 5.730438 -2.656724 -0.072 0.773 1.712
C -1.511309 6.802938 -2.556364 -0.811 -1.290 0.083
N -3.889629 3.016618 -2.211224 1.495 0.225 -0.230
H -1.501819 2.141978 -1.179404 -0.117 -0.006 -0.385
H -0.790369 3.725388 -0.994024 -0.214 0.185 0.403
H -1.330099 3.335908 -2.560724 -0.126 -0.478 -0.158
H -3.359339 3.473848 -0.257034 0.252 0.102 0.257
H -2.473459 5.584378 -0.459624 1.371 0.373 -0.371
H -3.942139 5.813398 -0.999354 -0.924 -0.280 -1.192
H -0.659819 6.390068 -2.015424 0.144 0.259 0.181
H -1.920919 7.680648 -2.056424 -0.002 -0.012 0.085
H -1.179469 7.081658 -3.556514 -0.273 -0.181 -0.032
H -3.376049 3.295818 -3.034864 -0.619 -0.495 -1.049
H -4.841679 3.328498 -2.339394 -0.015 0.488 0.479
C 2.783731 -4.901542 -3.625664 -0.002 -0.923 -1.040
C 2.404251 -4.677832 -2.199464 1.380 0.315 0.494
C 1.452851 -3.496242 -2.153694 -0.615 1.340 1.598
O 2.028791 -2.146012 -2.323044 -0.904 -0.731 -0.073
C 0.968571 -1.133202 -2.360634 0.883 -0.637 -2.282
N 1.978761 -5.957732 -1.551184 -0.770 0.677 -0.238
H 1.926011 -5.210082 -4.223344 -0.539 0.441 0.097
H 3.392041 -5.791332 -3.787954 0.731 0.257 0.315
H 3.216221 -4.016572 -4.092444 0.125 -0.128 0.118
H 3.265771 -4.442052 -1.574724 0.507 0.915 -0.552
H 1.094141 -3.349102 -1.134974 -0.691 -0.824 0.377
H 0.609961 -3.685282 -2.818444 -0.086 0.262 -0.201
H 0.171731 -1.103662 -1.617484 0.631 -0.248 0.656
H 0.468161 -1.260612 -3.320554 -0.480 -0.392 -0.117
H 1.445871 -0.175652 -2.568954 0.220 0.003 0.982
H 2.086021 -5.804412 -0.558664 -0.400 0.126 0.422
H 2.766301 -6.571112 -1.704924 0.014 -0.428 -0.469
O -1.462289 2.464678 1.921396 -0.966 -0.799 0.295
H -1.880169 2.902478 2.662976 -0.218 0.050 0.113
H -0.648669 2.949758 1.783746 0.614 0.459 -0.177
O 0.544671 0.783498 0.675806 0.522 -1.063 -0.071
H -0.322799 0.677768 1.066386 -0.322 0.438 0.109
H 0.747521 1.712018 0.789526 -0.598 0.708 -0.283
```
Forces are in eV/Å.

## Properties
2S+1   2
Total charge   +1
Molar mass   363.50 u
LUMO (spin up / spin down)   -2.771 / -8.611 eV
Frontier orbital gap (spin up / spin down)   7.6150 / 1.7747 eV

These are the Mulliken partial charges, in e, on atoms 1 to 5: C 0.6679; O -0.7820; N -0.2999; N -0.3905; H 0.1687

# 3
Below is a 7-piece molecular cluster, C13H42N12O7 overall at a distorted geometry, with properties calculated with wB97M-V/def2-TZVPD.

```
74
Properties=species:S:1:pos:R:3:forces:R:3
C -6.925761 2.339170 -3.632358 0.929 0.135 1.769
O -5.763921 3.246760 -3.514008 -2.400 -0.583 -0.656
C -5.779531 4.210000 -4.559868 -0.206 -0.964 -0.305
C -4.441511 4.900160 -4.586898 -0.458 1.523 -0.238
C -3.352211 3.989980 -5.026448 1.655 -0.327 0.189
N -4.066291 5.583860 -3.324628 -0.068 -0.729 -0.791
H -7.937011 2.733840 -3.730878 0.276 1.119 -0.515
H -6.989891 1.930210 -2.624028 0.243 -0.555 -0.133
H -6.828921 1.539770 -4.366988 0.533 0.165 -0.130
H -5.969091 3.663520 -5.483728 0.456 -0.115 -0.515
H -6.640601 4.878260 -4.550488 -0.061 0.411 0.820
H -4.556711 5.694560 -5.324298 0.132 0.142 -0.184
H -3.232941 3.871340 -6.103388 -0.592 -0.326 -0.018
H -3.384551 3.040740 -4.491668 -0.156 -0.198 -0.297
H -2.402161 4.436460 -4.732908 0.049 0.117 0.117
H -4.271021 4.911800 -2.598998 -0.119 0.326 0.547
H -4.609821 6.429370 -3.225738 -0.212 -0.141 0.348
C 4.529489 1.825770 -3.703538 1.336 -1.213 0.336
O 4.721309 0.409650 -4.000888 0.234 1.474 -0.106
C 4.191039 -0.450600 -3.030268 -1.013 -1.019 -1.105
C 3.837669 -1.781550 -3.711598 -0.963 -0.670 -0.763
C 2.771039 -1.627120 -4.853228 0.577 0.333 1.202
N 3.297409 -2.757240 -2.743048 0.477 0.336 -0.161
H 4.674459 1.921940 -2.627508 -0.735 0.353 0.166
H 3.612929 2.243990 -4.119608 -0.195 -0.270 0.301
H 5.377509 2.389370 -4.092518 -0.020 -0.219 -0.494
H 4.855979 -0.762250 -2.224768 0.427 0.732 0.292
H 3.259229 -0.036800 -2.644778 -0.094 0.103 0.417
H 4.761089 -2.206640 -4.104918 0.049 -0.038 -0.121
H 2.304249 -2.556020 -5.180888 0.500 -0.198 0.105
H 3.153249 -1.070280 -5.708768 -0.096 0.063 0.162
H 1.976909 -1.080190 -4.344978 -0.321 0.377 -0.389
H 2.471059 -2.383130 -2.298878 -0.366 0.112 -0.036
H 3.962009 -2.847280 -1.987858 0.190 -0.261 0.203
N -2.682241 -8.533900 -1.661008 -0.972 5.672 -0.789
C -2.017281 -9.539990 -1.214288 1.906 -1.881 4.354
N -2.579311 -10.566670 -1.808228 -0.603 -4.963 -1.893
O -1.237261 -9.591700 -0.235498 -0.685 0.399 -2.154
H -2.422751 -7.617170 -1.325798 -0.398 -0.008 -0.357
H -3.310831 -8.698440 -2.434248 0.311 1.107 0.373
H -3.257921 -10.371500 -2.530378 0.360 -0.683 0.189
H -2.219841 -11.510440 -1.794648 0.090 0.362 0.290
N -0.668851 7.298410 4.416962 4.136 3.884 2.310
C -1.472501 6.335230 4.163832 0.328 -3.675 1.870
N -2.246341 6.645370 3.204602 -4.736 0.482 -5.110
O -1.463621 5.252330 4.733742 -0.210 -0.461 0.518
H -0.637971 8.127680 3.841232 0.089 -0.160 0.530
H -0.233531 7.295940 5.328332 0.225 0.147 -0.409
H -2.935961 5.983740 2.877832 0.279 0.101 0.074
H -2.239131 7.548780 2.753072 -0.101 -0.348 0.209
N 3.844169 -4.932670 4.558032 0.716 5.188 -1.088
C 4.065719 -6.084270 5.104752 0.229 -1.991 -0.837
N 3.110879 -6.895450 4.738322 -3.182 -3.372 -0.343
O 5.036639 -6.460550 5.678712 2.420 -0.090 2.273
H 3.202439 -4.879740 3.779912 0.410 0.411 0.251
H 4.659249 -4.336710 4.582132 -0.350 0.320 -0.361
H 3.073809 -7.808870 5.167732 -0.167 0.185 -0.409
H 2.400679 -6.570850 4.097742 -0.093 -0.651 0.498
N 3.499549 1.409780 8.131152 -6.143 -2.296 3.559
C 4.446419 1.677230 7.333562 5.402 -1.897 0.595
N 4.353309 2.913120 6.940222 0.977 3.209 -2.827
O 5.462999 0.971380 7.259792 -0.550 0.321 -1.149
H 3.350029 0.491480 8.524182 0.330 0.104 -0.280
H 2.656519 1.938420 7.958142 -0.203 -0.367 0.475
H 3.647309 3.526310 7.321902 0.658 0.119 -0.319
H 5.233329 3.205840 6.540262 -0.483 0.811 -0.063
N -1.461381 0.114230 1.327122 -3.186 5.105 -0.841
C -0.796691 -0.802800 1.933412 0.956 -2.256 -2.073
N -0.422871 -0.567340 3.159342 1.171 0.682 4.183
O -0.513531 -1.782320 1.296402 1.282 -2.794 -0.533
H -1.713631 0.921420 1.879312 -0.128 0.165 -0.524
H -1.718231 0.133660 0.350512 0.252 -0.613 0.455
H 0.314599 -1.111000 3.584402 -0.393 -0.142 -0.332
H -0.710661 0.240590 3.692752 0.067 -0.123 -0.330
```
Forces are in eV/Å.

## Properties
Energy above the lowest of the compared OMol25 structures with the same formula, charge and spin   6.230 eV
Molar mass   478.56 u
LUMO   0.115 eV
Frontier orbital gap   9.2470 eV
SMILES string   COC[C@H](C)N.COC[C@H](C)N.NC(N)=O.NC(N)=O.NC(N)=O.NC(N)=O.NC(N)=O

These are the Mulliken partial charges, in e, on atoms 1 to 5: C -0.8469; O -0.3340; C -0.6961; C 0.4890; C -1.4669